Density functional theory data (ωB97M-V/def2-TZVPD) for one molecule with the formula C24H33NO3S.

* energy above the lowest of the compared OMol25 structures with the same formula, charge and spin: 0.162 eV
* SMILES: Cc1ccc([C@@]2(CCNS(=O)(=O)c3ccc(C)cc3)CCO[C@H](C(C)C)C2)cc1
* calculated total energy: -1612.99150 a.u.
* LUMO level: 0.0240 hartree
* E_HOMO: -8.605 eV

```
! wB97M-V def2-TZVPD RIJCOSX def2/J DEFGRID3
* xyz 0 1
C 4.800 4.680 0.260
C 3.915 3.477 0.131
C 2.989 3.385 -0.899
C 2.181 2.273 -1.036
C 2.270 1.197 -0.157
C 3.178 1.309 0.890
C 3.989 2.422 1.027
H 4.687 2.467 1.851
H 3.270 0.524 1.625
C 1.328 0.005 -0.295
C 1.870 -1.265 0.383
H 2.035 -1.109 1.448
H 1.128 -2.055 0.266
C 3.163 -1.727 -0.301
C 3.799 -2.985 0.315
C 4.394 -2.700 1.691
H 4.939 -3.571 2.047
H 3.613 -2.475 2.414
H 5.082 -1.859 1.649
C 2.822 -4.156 0.373
H 2.339 -4.277 -0.593
H 2.063 -3.996 1.135
H 3.355 -5.074 0.613
H 4.612 -3.261 -0.366
O 2.918 -2.013 -1.668
C 2.430 -0.890 -2.362
C 1.115 -0.385 -1.767
H 0.726 0.440 -2.359
H 0.388 -1.196 -1.821
H 2.289 -1.220 -3.393
H 3.182 -0.084 -2.344
H 3.904 -0.909 -0.249
C 0.008 0.470 0.358
H 0.230 0.837 1.366
C -1.115 -0.566 0.451
N -2.381 0.048 0.804
S -3.073 1.007 -0.403
O -2.904 2.395 -0.072
O -2.603 0.539 -1.673
C -4.788 0.563 -0.202
C -5.244 -0.610 -0.771
C -6.564 -0.981 -0.590
C -7.428 -0.187 0.158
C -6.946 0.991 0.720
C -5.626 1.368 0.543
H -5.234 2.282 0.960
H -7.610 1.617 1.298
C -8.863 -0.580 0.330
H -9.270 -0.175 1.253
H -9.454 -0.190 -0.499
H -8.971 -1.662 0.337
H -6.931 -1.895 -1.033
H -4.561 -1.205 -1.355
H -2.317 0.599 1.649
H -0.897 -1.335 1.196
H -1.287 -1.034 -0.518
H -0.380 1.312 -0.222
H 1.465 2.260 -1.843
H 2.894 4.200 -1.603
H 4.214 5.594 0.189
H 5.329 4.674 1.209
H 5.535 4.693 -0.544
*
```